(1)
ORCA calculation (wB97M-V/def2-TZVPD) on 2 unconnected molecules or ions with the total composition C4H13N2.

Summary:
Multiplicity ... 2
Frontier orbital gap (spin up / spin down) ... 7.2 / 4.2 eV
E_LUMO (spin up / spin down) ... -12.52 / -15.21 eV
M ... 89.2 g mol⁻¹
Net charge ... +2
Energy above the lowest of the compared OMol25 structures with the same formula, charge and spin ... 7.625 eV

Each line ends with the Mulliken spin population.
Element x y z (Å)
N  -1.96  -1.03  0.46  0.083
N  -0.24  2.43  1.18  0.975
C  1.18  -0.10  0.13  0.008
C  -0.15  0.22  -0.59  -0.034
C  -1.19  -0.86  -0.80  -0.003
C  1.81  -1.48  -0.35  -0.009
H  -2.65  -0.23  0.41  -0.002
H  2.87  -1.77  -0.05  0.000
H  -0.03  3.41  1.23  -0.008
H  -1.87  -0.48  -1.63  -0.003
H  1.14  -2.10  0.28  0.000
H  -1.25  2.58  1.18  -0.005
H  0.09  2.02  0.28  0.002
H  -1.33  -0.43  1.03  -0.006
H  0.79  -0.28  1.14  0.001
H  1.74  -1.68  -1.37  0.001
H  -0.82  -1.83  -1.10  -0.008
H  1.86  0.77  0.10  -0.002
H  -0.01  0.84  -1.51  0.012

(2)
ORCA calculation (wB97M-V/def2-TZVPD) on 2 unconnected molecules or ions with the total composition C4H13N2O.

Summary:
Multiplicity ... 1
Frontier orbital gap ... 8.4 eV
E_LUMO ... -3.74 eV
M ... 105.2 g mol⁻¹
Net charge ... +1
Energy above the lowest of the compared OMol25 structures with the same formula, charge and spin ... 2.632 eV

Each line ends with the Löwdin charge.
Element x y z (Å)
O  -1.91  1.38  -0.63  -0.091
N  0.98  -3.70  0.52  0.195
N  -2.10  3.65  -1.47  0.025
C  1.32  -2.34  0.99  -0.093
C  -1.38  2.71  -0.64  -0.362
C  1.33  -1.31  0.15  -0.104
C  1.46  0.09  0.63  -0.057
H  1.47  -2.28  2.06  0.132
H  -2.67  1.36  -0.04  0.075
H  1.31  -1.46  -0.93  0.128
H  0.00  -3.93  0.71  0.178
H  -2.30  3.17  -2.34  0.072
H  1.11  -3.78  -0.49  0.172
H  -0.37  2.62  -1.05  0.104
H  1.54  -4.42  0.98  0.176
H  2.21  0.60  0.02  0.096
H  -1.31  3.08  0.38  0.115
H  -2.98  3.86  -1.02  0.071
H  0.51  0.61  0.52  0.077
H  1.77  0.11  1.67  0.090

(3)
ORCA calculation (wB97M-V/def2-TZVPD) on 2 unconnected molecules or ions with the total composition C4H13N2O.

Summary:
Multiplicity ... 1
Frontier orbital gap ... 10.9 eV
E_LUMO ... -3.08 eV
M ... 105.2 g mol⁻¹
Net charge ... +1
Energy above the lowest of the compared OMol25 structures with the same formula, charge and spin ... 1.687 eV

Each line ends with the Löwdin charge.
Element x y z (Å)
O  -0.10  -3.04  -0.71  -0.048
N  -1.49  1.47  1.73  0.030
N  -0.23  -0.72  1.00  0.228
C  1.35  0.44  -0.64  -0.171
C  -0.48  1.61  0.71  -0.098
C  0.17  0.53  0.30  -0.239
C  0.98  0.76  -2.12  -0.068
H  -1.14  1.77  2.63  0.103
H  1.82  -0.53  -0.52  0.113
H  2.02  1.23  -0.30  0.117
H  -0.22  2.59  0.34  0.136
H  0.07  -3.96  -0.95  0.075
H  -0.30  -1.49  0.32  0.103
H  -0.86  -2.78  -1.26  0.069
H  -0.09  0.92  -2.25  0.072
H  1.37  0.03  -2.82  0.076
H  -1.13  -0.46  1.46  0.146
H  0.42  -0.93  1.76  0.181
H  -2.26  2.08  1.49  0.098
H  1.44  1.71  -2.37  0.078

> Look up the multiplicity of the second one.

1

> Look up the M of the third one.

105.2 g mol⁻¹